Entry 1:
Density functional theory data (wB97M-V/def2-TZVPD) for C35H42CuF5N6O3PSi2 as an isolated structure.

Geometry as XYZ:
```
95
C35H42CuF5N6O3PSi2, DFT wB97M-V/def2-TZVPD
Cu -1.2663 -0.3192 -0.3743
O -2.7202 5.4738 3.2509
C -2.6131 4.3527 3.7719
O -2.7167 3.9676 4.9468
C -2.3789 3.2054 2.7520
C -2.2583 3.4707 1.3970
C -1.9502 2.4358 0.5310
N -1.7788 1.1826 0.9598
C -2.0010 0.8948 2.2473
C -2.2799 1.8880 3.1725
C -2.0355 -0.5610 2.5899
C -2.3613 -1.0194 3.8624
C -2.5009 -2.3822 4.0643
C -2.3064 -3.2512 3.0019
C -1.9632 -2.7117 1.7731
N -1.8276 -1.4058 1.5763
C -1.8534 2.6351 -0.9439
C -1.7355 3.8978 -1.5199
C -1.7198 4.0017 -2.8994
C -1.8314 2.8520 -3.6694
C -1.9204 1.6356 -3.0127
N -1.9142 1.5287 -1.6884
H -2.4079 4.4929 1.0783
H -2.4371 1.7010 4.2256
H -2.5297 -0.3260 4.6729
H -2.7671 -2.7594 5.0426
H -2.4230 -4.3194 3.1174
H -1.8129 -3.3346 0.8986
H -1.6576 4.7782 -0.8986
H -1.6326 4.9724 -3.3694
H -1.8549 2.8962 -4.7495
H -2.0044 0.7024 -3.5612
C 4.0598 1.4198 1.4464
Si 2.2715 1.1573 1.9865
C 1.3660 2.7901 1.8254
C 2.2629 0.8024 3.8272
C 1.4806 -0.2872 1.0696
Si 1.9786 -2.0352 1.5974
C 1.1649 -3.3011 0.4393
C 1.4025 -2.4259 3.3311
C 3.8467 -2.3589 1.5985
H 4.4912 2.2394 2.0247
H 4.1588 1.6954 0.3936
H 4.6716 0.5340 1.6266
H 2.0335 3.5733 2.1958
H 0.4967 2.7827 2.4846
H 1.0218 3.0901 0.8367
H 2.3984 1.7369 4.3764
H 3.0552 0.1164 4.1328
H 1.3060 0.3800 4.1396
H 0.4499 -0.2753 1.4534
H 0.6694 -4.0686 1.0366
H 1.8949 -3.8168 -0.1899
H 0.3948 -2.8716 -0.2089
H 0.3452 -2.2077 3.4697
H 1.9619 -1.8717 4.0834
H 1.5514 -3.4922 3.5207
H 4.4453 -1.6736 0.9988
H 4.0486 -3.3714 1.2414
H 4.2254 -2.2981 2.6208
C 2.9632 -0.9844 -3.6408
N 3.6334 -0.3901 -2.4019
C 3.6263 1.1318 -2.5438
N 2.3076 1.6109 -2.7145
C 1.7021 0.9966 -3.8925
N 1.6640 -0.4552 -3.7969
C 0.7311 -0.8970 -2.7557
P 1.1160 -0.2509 -0.9627
C 2.9409 -0.7931 -1.1311
C 1.4806 1.5025 -1.5031
H 2.9388 -2.0652 -3.5020
H 3.6052 -0.7223 -4.4846
H 4.6032 -0.7078 -2.3632
H 4.2405 1.3576 -3.4181
H 4.0883 1.5342 -1.6436
H 2.2841 1.2829 -4.7724
H 0.6856 1.3697 -4.0019
H 0.6843 -1.9868 -2.7266
H -0.2730 -0.5612 -3.0004
H 3.0139 -1.8789 -1.0572
H 3.5069 -0.3425 -0.3193
H 1.9982 2.0207 -0.6965
H 0.5458 2.0296 -1.6847
F -6.6536 -3.1249 -3.4984
C -5.4410 -2.7895 -3.0338
C -5.3068 -1.8899 -1.9930
F -6.3967 -1.3462 -1.4401
C -4.0535 -1.5510 -1.5161
F -3.9790 -0.6772 -0.4909
C -2.8659 -2.0824 -2.0438
O -1.6744 -1.7911 -1.6148
C -3.0507 -2.9900 -3.1042
F -1.9621 -3.5426 -3.6742
C -4.2954 -3.3397 -3.5863
F -4.4011 -4.2144 -4.5943
```

Properties
highest occupied orbital energy (alpha / beta)	-7.112 / -7.602	eV
E	-4973.2922	a.u.
spin multiplicity	2
gap between HOMO and LUMO (alpha / beta)	6.18 / 6.53	eV
E_LUMO (alpha / beta)	-0.94 / -1.07	eV

---

Entry 2:
Density functional theory data (wB97M-V/def2-TZVPD) for the molecule C15H11BrN2O4S at a distorted geometry.

Geometry as XYZ:
```
34
C15H11BrN2O4S, DFT wB97M-V/def2-TZVPD
C 2.4756 -1.6481 0.1904
N 2.1742 -0.5091 -0.6745
C 0.9503 -0.4119 -1.2555
N -0.0109 -1.0480 -0.6728
C -1.2623 -1.0342 -1.2285
C -2.2526 -1.7588 -0.6116
C -3.5581 -1.8438 -1.1713
C -3.8094 -1.1349 -2.3364
C -2.7912 -0.4511 -2.9976
C -1.5030 -0.3859 -2.4271
C -0.3683 0.3080 -3.0408
O -0.5572 0.7800 -4.1503
O 0.8456 0.2245 -2.4263
S 2.6416 1.0082 -0.0521
O 2.4677 2.0647 -1.0395
O 4.0373 0.8858 0.4215
C 1.5359 1.2797 1.3728
C 2.0092 0.7877 2.6266
C 1.2712 1.0138 3.7955
C 0.0289 1.6629 3.6754
C -0.4453 2.1677 2.4728
C 0.3007 1.9753 1.3012
Br -0.4843 2.5427 -0.3553
H 3.4892 -1.6666 0.5899
H 2.3402 -2.5816 -0.4052
H 1.8460 -1.6191 1.0576
H -1.9541 -2.2752 0.2910
H -4.3262 -2.4373 -0.6636
H -4.7766 -1.2803 -2.8190
H -2.9952 -0.0227 -3.9927
H 2.9932 0.2909 2.7248
H 1.6641 0.6572 4.7606
H -0.5591 1.8270 4.6010
H -1.4172 2.6326 2.4389
```

Properties
highest occupied orbital energy	-9.116	eV
E	-3960.8477	a.u.
spin multiplicity	1
structure (SMILES)	CN(c1nc2ccccc2c(=O)o1)S(=O)(=O)c1ccccc1Br
gap between HOMO and LUMO	9.05	eV
E_LUMO	-0.06	eV

---

Entry 3:
Density functional theory data (wB97M-V/def2-TZVPD) for C6H8CsO6 as an isolated structure at a distorted geometry.

Geometry as XYZ:
```
21
C6H8CsO6, DFT wB97M-V/def2-TZVPD
O 2.3678 1.3027 0.1741
C 3.0956 0.2310 0.3820
O 4.3045 0.2599 0.2891
O 2.4933 -0.9054 0.7001
C 1.1101 -1.0038 0.8424
C 0.3499 -1.3842 -0.1770
C -1.1232 -1.6155 -0.0479
C -1.9702 -0.6951 -0.8899
O -1.7372 0.7460 -0.5135
C -2.5241 1.4417 0.1614
O -2.4221 1.6802 1.3790
Cs 8.4878 2.1683 -0.3161
H 1.4166 1.1231 0.1122
H 0.7597 -0.8156 1.8586
H 0.8127 -1.5611 -1.1523
H -1.4460 -1.5825 1.0062
H -1.3683 -2.6274 -0.4091
H -3.0434 -0.8701 -0.7697
H -1.6934 -0.6860 -1.9465
O -3.6496 2.1207 -0.6245
H -4.2204 2.6731 -0.0588
```

Properties
highest occupied orbital energy (alpha / beta)	-17.333 / -15.808	eV
E	-704.3315	a.u.
spin multiplicity	2
total charge	+2
gap between HOMO and LUMO (alpha / beta)	10.77 / 3.51	eV
E_LUMO (alpha / beta)	-6.57 / -12.30	eV

---

Entry 4:
Density functional theory data (wB97M-V/def2-TZVPD) for C27H22BN4O2Pd as an isolated structure.

Geometry as XYZ:
```
57
C27H22BN4O2Pd, DFT wB97M-V/def2-TZVPD
Pd 1.6735 2.1214 -1.5882
N 0.2515 3.4424 8.7486
C 0.4360 3.3175 7.6212
C 0.6680 3.1611 6.2062
C 1.8356 3.6533 5.6309
C 2.0548 3.4964 4.2736
C 1.1146 2.8618 3.4641
C -0.0556 2.3836 4.0508
C -0.2777 2.5223 5.4094
C 1.3549 2.6939 2.0049
C 0.3279 3.1195 1.1418
C -0.7809 3.9384 1.5000
C -1.4599 4.2190 0.3371
C -0.7549 3.5570 -0.6943
N 0.3082 2.9102 -0.2286
C 2.5635 2.1343 1.6239
C 3.5268 1.4874 2.4735
C 4.4856 0.9827 1.6411
C 4.0833 1.3355 0.3149
N 2.9571 2.0123 0.3019
H 2.5626 4.1623 6.2499
H 2.9536 3.8893 3.8170
H -0.7824 1.8772 3.4299
H -1.1799 2.1334 5.8630
H -1.0125 4.3024 2.4883
H -2.3550 4.8116 0.2290
H -0.9911 3.5141 -1.7445
H 3.4733 1.3772 3.5453
H 5.3662 0.4256 1.9228
H 4.5780 1.1024 -0.6181
N 3.4351 1.3763 -4.0465
C 2.7815 1.5912 -3.1141
C -0.7393 -5.3983 -3.7553
C -1.9956 -4.7067 -3.2255
C -3.0591 -4.7340 -4.3331
C -2.5045 -5.5028 -2.0160
C -1.7258 -3.2558 -2.8153
C -2.7681 -2.4917 -2.2862
C -2.6075 -1.1581 -1.9092
C -1.3599 -0.6039 -2.0766
O -0.9246 0.6588 -1.7963
B 0.4526 0.6899 -2.1442
O 0.8079 -0.5771 -2.6534
C -0.3158 -1.3487 -2.5928
C -0.4663 -2.6643 -2.9717
H -0.9808 -6.4278 -4.0301
H 0.0482 -5.4275 -2.9995
H -0.3487 -4.8972 -4.6430
H -3.2337 -5.7604 -4.6694
H -2.7340 -4.1397 -5.1893
H -4.0078 -4.3255 -3.9812
H -2.6824 -6.5450 -2.2971
H -3.4391 -5.0930 -1.6308
H -1.7696 -5.4843 -1.2086
H -3.7454 -2.9423 -2.1576
H -3.4269 -0.5814 -1.4994
H 0.3848 -3.1964 -3.3733
```

Properties
highest occupied orbital energy	-4.867	eV
E	-1564.4899	a.u.
spin multiplicity	1
total charge	-1
gap between HOMO and LUMO	6.51	eV
E_LUMO	1.64	eV

---

Entry 5:
Density functional theory data (wB97M-V/def2-TZVPD) for C2H3ClFI as an isolated structure at a distorted geometry.

Geometry as XYZ:
```
8
C2H3ClFI, DFT wB97M-V/def2-TZVPD
C 1.0623 0.4284 0.1504
C -0.8521 -0.4580 -0.1770
F -0.8008 -0.6195 -1.4723
Cl -1.0662 -1.9164 0.7543
I -2.2745 0.9378 0.3155
H 1.5805 -0.0754 0.9628
H 1.4703 0.2117 -0.8316
H 0.8805 1.4915 0.2978
```

Properties
highest occupied orbital energy	-9.352	eV
E	-935.6692	a.u.
spin multiplicity	1
gap between HOMO and LUMO	9.59	eV
E_LUMO	0.24	eV

---

Entry 6:
Density functional theory data (wB97M-V/def2-TZVPD) for C45H38GeN8OSeTc as an isolated structure.

Geometry as XYZ:
```
95
C45H38GeN8OSeTc, DFT wB97M-V/def2-TZVPD
Tc 0.0089 0.4146 -0.3329
C -1.8354 5.1103 3.8891
C -0.9307 4.4872 4.7491
C -0.1509 3.4154 4.3247
C -0.3102 2.9945 3.0186
C 0.3212 1.9192 2.2592
N -0.2056 1.9185 0.9943
C -1.1331 2.9195 0.8758
N -1.8263 3.2450 -0.2107
C -1.8714 2.5409 -1.3271
C -2.5661 2.9364 -2.5542
C -3.2388 4.0915 -2.8956
C -3.7926 4.1542 -4.1724
C -3.6776 3.0887 -5.0628
C -3.0025 1.9227 -4.7114
C -2.4474 1.8688 -3.4492
C -1.6853 0.8243 -2.7613
N -1.4476 -0.3885 -3.2347
C -0.6903 -1.3126 -2.6646
N 0.1941 -1.1263 -1.6369
C 0.7453 -2.3278 -1.2786
N 1.5844 -2.5507 -0.2803
C 1.8653 -1.7064 0.7012
N 1.2384 -0.5175 0.9589
C 1.7077 0.0191 2.1319
N 1.2552 1.1033 2.7394
C 2.7512 -0.8652 2.6500
C 3.5306 -0.7981 3.7885
C 4.4227 -1.8420 4.0138
C 4.5200 -2.9141 3.1274
C 3.7289 -2.9809 1.9837
C 2.8493 -1.9401 1.7608
C 0.2301 -3.3588 -2.1826
C 0.4642 -4.7171 -2.2557
C -0.2354 -5.4331 -3.2233
C -1.1358 -4.8025 -4.0803
C -1.3679 -3.4326 -4.0035
C -0.6692 -2.7261 -3.0443
N -1.3481 1.2885 -1.5204
C -1.2195 3.6167 2.1576
C -1.9941 4.6820 2.5736
H -2.4225 5.9435 4.2519
H -0.8347 4.8486 5.7645
H 0.5554 2.9325 4.9876
H -3.3290 4.9129 -2.1972
H -4.3229 5.0455 -4.4798
H -4.1230 3.1706 -6.0453
H -2.9164 1.0920 -5.3995
H 3.4456 0.0351 4.4741
H 5.0504 -1.8260 4.8949
H 5.2218 -3.7107 3.3360
H 3.7973 -3.8148 1.2971
H 1.1650 -5.2006 -1.5880
H -0.0809 -6.4998 -3.3135
H -1.6651 -5.3915 -4.8172
H -2.0635 -2.9379 -4.6684
H -2.6924 5.1617 1.9005
C 3.6672 1.8619 -0.3708
C 2.8001 1.4924 -1.5314
O 1.5845 1.3136 -1.3459
C 3.3471 1.3454 -2.8745
C 2.5055 0.9320 -3.9135
C 3.0085 0.7703 -5.1886
C 4.3548 1.0241 -5.4369
C 5.1966 1.4385 -4.4125
C 4.6968 1.5981 -3.1331
H 3.0810 1.8731 0.5448
H 4.0923 2.8547 -0.5333
H 4.4992 1.1627 -0.2735
H 1.4602 0.7414 -3.7075
H 2.3586 0.4508 -5.9921
H 4.7502 0.8989 -6.4366
H 6.2403 1.6381 -4.6129
H 5.3606 1.9216 -2.3418
C -2.9097 -1.8244 5.3595
Ge -2.1193 -2.3953 3.6844
C -3.2638 -3.6266 2.7005
C -0.3025 -3.0889 3.8010
C -1.8615 -0.7121 2.6177
Se -1.8431 -1.0120 0.6959
C -3.5567 -0.2264 0.2511
H -3.0711 -2.6754 6.0210
H -3.8740 -1.3562 5.1603
H -2.2664 -1.1069 5.8689
H -3.1112 -4.6398 3.0726
H -3.0236 -3.6190 1.6364
H -4.3161 -3.3727 2.8315
H -0.2614 -4.0075 4.3864
H 0.3653 -2.3569 4.2602
H 0.0594 -3.3152 2.7929
H -0.8744 -0.3245 2.8695
H -2.5963 0.0656 2.8292
H -4.3123 -0.7829 0.7993
H -3.7123 -0.3480 -0.8181
H -3.5733 0.8254 0.5267
```

Properties
highest occupied orbital energy (alpha / beta)	-11.906 / -13.485	eV
E	-6809.7178	a.u.
spin multiplicity	4
total charge	+2
gap between HOMO and LUMO (alpha / beta)	5.22 / 5.91	eV
E_LUMO (alpha / beta)	-6.68 / -7.57	eV

---

Copy entry 2 word for word.
Density functional theory data (wB97M-V/def2-TZVPD) for the molecule C15H11BrN2O4S at a distorted geometry.

Geometry as XYZ:
```
34
C15H11BrN2O4S, DFT wB97M-V/def2-TZVPD
C 2.4756 -1.6481 0.1904
N 2.1742 -0.5091 -0.6745
C 0.9503 -0.4119 -1.2555
N -0.0109 -1.0480 -0.6728
C -1.2623 -1.0342 -1.2285
C -2.2526 -1.7588 -0.6116
C -3.5581 -1.8438 -1.1713
C -3.8094 -1.1349 -2.3364
C -2.7912 -0.4511 -2.9976
C -1.5030 -0.3859 -2.4271
C -0.3683 0.3080 -3.0408
O -0.5572 0.7800 -4.1503
O 0.8456 0.2245 -2.4263
S 2.6416 1.0082 -0.0521
O 2.4677 2.0647 -1.0395
O 4.0373 0.8858 0.4215
C 1.5359 1.2797 1.3728
C 2.0092 0.7877 2.6266
C 1.2712 1.0138 3.7955
C 0.0289 1.6629 3.6754
C -0.4453 2.1677 2.4728
C 0.3007 1.9753 1.3012
Br -0.4843 2.5427 -0.3553
H 3.4892 -1.6666 0.5899
H 2.3402 -2.5816 -0.4052
H 1.8460 -1.6191 1.0576
H -1.9541 -2.2752 0.2910
H -4.3262 -2.4373 -0.6636
H -4.7766 -1.2803 -2.8190
H -2.9952 -0.0227 -3.9927
H 2.9932 0.2909 2.7248
H 1.6641 0.6572 4.7606
H -0.5591 1.8270 4.6010
H -1.4172 2.6326 2.4389
```

Properties
highest occupied orbital energy	-9.116	eV
E	-3960.8477	a.u.
spin multiplicity	1
structure (SMILES)	CN(c1nc2ccccc2c(=O)o1)S(=O)(=O)c1ccccc1Br
gap between HOMO and LUMO	9.05	eV
E_LUMO	-0.06	eV

---

- The highest spin multiplicity belongs to which entry?
  C45H38GeN8OSeTc

---

- Among the records above, which one has the highest E?
  C6H8CsO6